# 1
{
  "formula": "C20H34N4OP2SW",
  "method": "ωB97M-V/def2-TZVPD",
  "symbols": ["W", "S", "P", "P", "O", "N", "N", "N", "N", "C", "C", "C", "C", "C", "C", "C", "C", "C", "C", "C", "C", "C", "C", "C", "C", "C", "C", "C", "C", "H", "H", "H", "H", "H", "H", "H", "H", "H", "H", "H", "H", "H", "H", "H", "H", "H", "H", "H", "H", "H", "H", "H", "H", "H", "H", "H", "H", "H", "H", "H", "H", "H", "H"],
  "xyz": [[-0.07, 0.69, 0.02], [-3.72, 3.57, -0.47], [0.73, 1.62, -2.22], [-1.15, -0.94, -1.72], [1.40, -0.85, 0.01], [-1.95, 1.80, -0.12], [-0.31, -1.29, 1.34], [-1.80, -2.29, 2.90], [0.20, -3.30, 2.22], [-0.76, -0.33, -3.40], [-3.09, 1.34, 0.51], [0.12, -4.53, 3.04], [1.96, 0.73, 2.82], [2.60, 1.22, 1.66], [-2.95, -1.06, -1.63], [0.65, 1.05, 3.05], [1.11, 3.37, -2.43], [-0.56, -2.64, -1.69], [4.01, 0.87, 1.36], [0.62, 2.59, 1.18], [-0.52, 1.17, -3.45], [1.88, 2.11, 0.81], [2.25, 0.74, -2.66], [0.86, -1.65, 0.84], [-0.08, 1.93, 2.19], [-2.17, 2.99, -0.68], [-0.69, -2.32, 2.20], [1.33, -2.97, 1.36], [-4.15, 2.18, 0.43], [0.14, 0.65, 3.92], [-3.09, 0.39, 1.03], [-3.29, -1.44, -0.67], [2.43, 2.60, 0.02], [-0.97, -3.14, -2.58], [3.09, 1.17, -2.12], [-3.43, -0.10, -1.83], [0.53, -2.69, -1.75], [-1.59, -0.62, -4.06], [0.78, -5.27, 2.60], [2.42, 0.88, -3.73], [-1.42, 3.55, -1.20], [-0.15, 1.48, -4.43], [-1.43, 1.74, -3.25], [-5.14, 2.06, 0.84], [-2.05, -3.03, 3.54], [0.23, 3.49, 0.73], [2.52, 0.12, 3.52], [-0.93, -3.18, -0.81], [2.20, -0.32, -2.43], [1.85, 3.73, -1.71], [-2.43, -1.51, 2.84], [-3.26, -1.77, -2.40], [1.47, -3.70, 0.56], [-0.90, -4.93, 3.01], [0.43, -4.33, 4.07], [4.18, -0.21, 1.41], [-1.06, 2.27, 2.49], [4.35, 1.25, 0.40], [0.11, -0.89, -3.75], [2.27, -2.88, 1.92], [1.54, 3.46, -3.43], [4.64, 1.31, 2.15], [0.23, 4.01, -2.39]],
  "fmax_ev_per_a": 0.67,
  "multiplicity": 3,
  "total_charge": 4,
  "homo_lumo_gap_ev": [6.794, 7.806],
  "relative_energy_kj_mol": 48.6
}


# 2
{
  "formula": "C17H36NO11P",
  "method": "ωB97M-V/def2-TZVPD",
  "symbols": ["P", "O", "O", "O", "O", "O", "O", "O", "O", "O", "O", "O", "N", "C", "C", "C", "C", "C", "C", "C", "C", "C", "C", "C", "C", "C", "C", "C", "C", "C", "H", "H", "H", "H", "H", "H", "H", "H", "H", "H", "H", "H", "H", "H", "H", "H", "H", "H", "H", "H", "H", "H", "H", "H", "H", "H", "H", "H", "H", "H", "H", "H", "H", "H", "H", "H"],
  "xyz": [[1.45, 2.26, -0.39], [5.31, -0.04, -1.96], [2.73, 1.37, 0.21], [4.89, 0.38, -4.99], [6.77, -2.00, -4.37], [-5.41, -3.41, 2.61], [2.04, 3.48, -1.34], [-5.24, -0.41, 1.89], [1.25, 2.53, 2.39], [0.50, 4.54, 2.81], [2.21, 3.73, 4.05], [-8.03, -1.22, 2.96], [-1.06, 0.65, 2.92], [-7.70, -0.37, 1.87], [4.11, 0.25, -2.66], [6.31, 0.31, -4.87], [0.74, 4.51, 1.39], [-0.71, 0.90, 1.75], [-4.93, -4.59, 2.01], [0.63, 2.99, 1.17], [6.94, -3.30, -4.90], [-8.97, -0.63, 3.83], [-4.37, -2.48, 2.87], [1.45, 3.60, 3.22], [4.15, -0.38, -4.04], [-0.78, 2.33, 1.18], [5.51, 0.83, -0.86], [-6.42, -0.84, 1.21], [-4.93, -1.10, 3.10], [6.89, -1.00, -5.37], [-6.41, -1.92, 1.05], [7.96, -0.86, -5.59], [-1.55, 2.92, 1.70], [6.86, -4.01, -4.08], [-6.36, -0.36, 0.22], [-8.55, 0.28, 4.28], [6.43, 0.54, -0.37], [-8.52, -0.41, 1.15], [-3.84, -2.82, 3.78], [-5.79, -1.11, 3.77], [-5.78, -5.26, 1.85], [5.61, 1.87, -1.21], [-1.09, 2.21, 0.12], [6.63, 0.54, -3.86], [-1.37, 1.51, 3.38], [1.81, 4.76, 1.33], [3.98, 1.33, -2.76], [2.97, 3.67, -1.13], [6.16, -3.52, -5.63], [-9.90, -0.39, 3.29], [-4.15, -0.49, 3.57], [-7.57, 0.66, 2.23], [-3.66, -2.46, 2.03], [-0.35, 0.11, 1.09], [4.68, 0.75, -0.15], [7.93, -3.40, -5.36], [-4.47, -4.38, 1.04], [0.16, 5.19, 0.77], [-4.21, -5.09, 2.66], [2.32, 0.75, 0.83], [3.28, -0.17, -2.09], [6.68, 1.11, -5.52], [6.37, -1.31, -6.28], [-9.19, -1.34, 4.62], [4.49, -1.41, -4.01], [3.12, -0.39, -4.43]],
  "fmax_ev_per_a": 5.78,
  "smiles": "[H]/N=C\\C[C@@]1(P(O)O)COC(=O)O1.COCCOCCOC.COCCOCCOC",
  "multiplicity": 1,
  "total_charge": 0,
  "homo_lumo_gap_ev": 9.371
}